C4H7NO | ωB97M-V with the def2-TZVPD basis set

For the HOMO-LUMO gap, the calculation gives 10.317 eV. For the highest occupied orbital energy, the calculation gives -9.39 eV. For the total energy, the calculation gives -286.48376 a.u. As for the total charge: 0.

Each line ends with the Mulliken charge.
Geometry (Å):
C (-1.229, -0.765, 0.383)  -1.36
C (-0.272, -0.027, -0.551)  0.38
C (0.276, 1.293, 0.006)  -0.47
O (1.642, 0.964, 0.411)  -0.22
C (1.992, -0.213, -0.119)  -0.36
N (0.984, -0.824, -0.749)  -0.34
H (-1.458, -1.762, -0.009)  0.34
H (-2.170, -0.214, 0.495)  0.35
H (-0.780, -0.881, 1.378)  0.35
H (-0.740, 0.107, -1.534)  0.30
H (-0.250, 1.657, 0.895)  0.29
H (0.326, 2.092, -0.742)  0.27
H (1.680, -1.427, 0.136)  0.46


C4H7NO | ωB97M-V with the def2-TZVPD basis set

For the HOMO-LUMO gap, the calculation gives 8.688 eV. For the highest occupied orbital energy, the calculation gives -8.32 eV. For the total energy, the calculation gives -286.38337 a.u. As for the total charge: 0.

Each line ends with the Mulliken charge.
Geometry (Å):
C (0.232, 0.590, 0.384)  0.17
C (-0.705, -0.120, -0.453)  -0.51
N (1.451, 0.731, -0.079)  -0.32
O (-0.127, 0.819, -2.185)  -0.92
C (-0.544, -1.117, 1.110)  -0.67
C (-0.573, -2.030, 1.906)  0.07
H (-0.490, 1.701, -2.335)  0.20
H (-0.102, 1.135, 1.257)  0.43
H (2.174, 1.196, 0.444)  0.24
H (1.429, 0.704, -1.120)  0.31
H (-0.375, -0.905, -1.106)  0.29
H (-1.752, 0.134, -0.420)  0.31
H (-0.619, -2.838, 2.597)  0.41


C4H7NO | ωB97M-V with the def2-TZVPD basis set

For the HOMO-LUMO gap, the calculation gives 10.910 eV. For the highest occupied orbital energy, the calculation gives -9.84 eV. For the total energy, the calculation gives -286.52118 a.u. As for the structure (SMILES): C[C@H]1CN=CO1. As for the total charge: 0.

Each line ends with the Mulliken charge.
Geometry (Å):
C (-1.557, 0.826, -0.255)  -1.27
C (-0.375, -0.162, -0.124)  0.14
C (0.975, 0.084, -0.727)  -0.28
N (1.660, -0.974, 0.075)  -0.54
C (1.105, -0.885, 1.229)  0.10
O (-0.080, -0.268, 1.279)  -0.33
H (-2.389, 0.549, 0.404)  0.32
H (-1.282, 1.868, 0.015)  0.29
H (-1.920, 0.850, -1.281)  0.36
H (-0.037, -1.398, -0.426)  0.28
H (1.011, -0.148, -1.794)  0.27
H (1.482, 1.038, -0.541)  0.28
H (1.407, -1.380, 2.146)  0.38


C4H7NO2 | ωB97M-V with the def2-TZVPD basis set

For the HOMO-LUMO gap, the calculation gives 7.730 eV. For the highest occupied orbital energy, the calculation gives -8.04 eV. For the total energy, the calculation gives -361.72185 a.u. As for the total charge: 0.

Each line ends with the Mulliken charge.
Geometry (Å):
C (-0.765, -1.377, 1.163)  -0.65
C (-0.521, 0.233, -0.473)  -0.48
C (-0.895, 1.596, -0.275)  -0.13
O (-2.022, 2.049, -0.428)  -0.56
C (0.821, -0.238, -0.350)  0.60
O (0.974, -1.322, 0.287)  -0.56
N (1.879, 0.411, -0.865)  -0.37
H (-0.517, -0.710, 1.979)  0.33
H (-1.807, -1.285, 0.864)  0.34
H (-0.470, -2.410, 1.295)  0.29
H (-1.163, -0.410, -1.066)  0.45
H (-0.071, 2.242, 0.117)  0.27
H (1.739, 1.147, -1.537)  0.23
H (2.819, 0.075, -0.712)  0.25


C4H7NO2 | ωB97M-V with the def2-TZVPD basis set

For the HOMO-LUMO gap, the calculation gives 10.108 eV. For the highest occupied orbital energy, the calculation gives -9.26 eV. For the total energy, the calculation gives -361.67762 a.u. As for the structure (SMILES): C[C@]1(C=O)CN1O. As for the total charge: 0.

Each line ends with the Mulliken charge.
Geometry (Å):
C (-1.089, -1.353, 0.050)  -1.11
C (-0.031, -0.253, -0.084)  0.49
N (-0.380, 0.907, 0.638)  -0.10
O (-0.945, 2.088, 0.148)  -0.43
C (0.994, -0.507, -1.154)  -0.26
C (1.007, 0.757, 0.689)  -0.44
O (1.632, -1.535, -1.066)  -0.51
H (-1.909, -0.993, -0.601)  0.29
H (-0.784, -2.328, -0.328)  0.34
H (-1.518, -1.436, 1.050)  0.32
H (-1.287, 2.432, 0.986)  0.36
H (1.213, 0.246, -1.924)  0.46
H (1.551, 1.425, -0.008)  0.31
H (1.548, 0.550, 1.604)  0.28


C4H7NO2 | ωB97M-V with the def2-TZVPD basis set

For the HOMO-LUMO gap (spin up / spin down), the calculation gives 8.233 / 8.231 eV. For the highest occupied orbital energy (spin up / spin down), the calculation gives -8.36 / -8.36 eV. For the total energy, the calculation gives -361.64435 a.u. As for the total charge: 0.

Each line ends with the Mulliken charge.
Geometry (Å):
C (-0.573, 0.739, -0.818)  -0.79
C (0.548, 0.780, 1.822)  -1.10
C (-0.445, 0.036, 0.932)  0.82
C (0.242, -0.556, -0.296)  -0.02
O (0.379, -1.624, -2.268)  -0.36
N (-0.464, -1.217, -1.251)  -0.29
O (-1.518, -0.383, 1.378)  -0.69
H (-0.183, -2.216, -2.793)  0.38
H (-1.645, 0.718, -0.959)  0.33
H (0.014, 1.326, -1.521)  0.35
H (1.319, -0.472, -0.410)  0.41
H (0.068, 1.689, 2.182)  0.31
H (0.776, 0.139, 2.676)  0.31
H (1.483, 1.043, 1.326)  0.32


C4H7NO2 | ωB97M-V with the def2-TZVPD basis set

For the HOMO-LUMO gap, the calculation gives 8.792 eV. For the highest occupied orbital energy, the calculation gives -7.90 eV. For the total energy, the calculation gives -361.69679 a.u. As for the total charge: 0.

Each line ends with the Mulliken charge.
Geometry (Å):
C (-1.941, 0.681, -0.199)  -1.17
C (-0.430, -0.115, 1.136)  -0.06
O (-0.207, -1.336, 0.607)  -0.32
C (0.841, -1.233, -0.367)  -0.19
C (1.513, 0.063, 0.006)  0.54
N (2.609, 0.514, -0.409)  -0.66
O (0.691, 0.660, 0.951)  -0.35
H (-2.483, 1.598, 0.058)  0.37
H (-2.640, -0.135, -0.410)  0.31
H (-1.227, 0.866, -1.001)  0.27
H (-1.496, 0.335, 1.235)  0.48
H (0.424, -1.214, -1.382)  0.22
H (1.522, -2.083, -0.276)  0.27
H (2.824, 1.400, 0.050)  0.28


C4H7NO2 | ωB97M-V with the def2-TZVPD basis set

For the HOMO-LUMO gap, the calculation gives 10.608 eV. For the highest occupied orbital energy, the calculation gives -9.92 eV. For the total energy, the calculation gives -361.84634 a.u. As for the structure (SMILES): O=C1NCCCO1. As for the total charge: 0.

Each line ends with the Mulliken charge.
Geometry (Å):
C (-0.544, -1.127, 0.463)  -0.45
C (-1.028, -0.018, -0.455)  -0.49
C (-0.154, 1.223, -0.187)  -0.54
N (1.183, 0.857, 0.321)  -0.40
C (1.618, -0.414, -0.174)  0.51
O (0.800, -1.461, 0.108)  -0.33
O (2.617, -0.590, -0.809)  -0.50
H (-0.597, -0.814, 1.516)  0.26
H (-1.106, -2.055, 0.349)  0.33
H (-2.087, 0.193, -0.285)  0.36
H (-0.923, -0.351, -1.496)  0.29
H (-0.624, 1.871, 0.559)  0.38
H (-0.021, 1.817, -1.096)  0.26
H (1.181, 0.828, 1.339)  0.32


C4H7NO2 | ωB97M-V with the def2-TZVPD basis set

For the HOMO-LUMO gap, the calculation gives 10.981 eV. For the highest occupied orbital energy, the calculation gives -9.90 eV. For the total energy, the calculation gives -361.79569 a.u. As for the total charge: 0.

Each line ends with the Mulliken charge.
Geometry (Å):
C (-1.255, -1.166, 0.159)  -0.88
C (-0.772, -1.032, -1.258)  0.13
C (0.264, 2.078, 0.137)  -0.26
N (0.532, 1.561, 1.263)  -0.51
C (2.614, -0.589, 0.552)  0.13
O (2.257, -1.662, 0.443)  -0.14
O (0.231, -0.446, -1.597)  -0.44
H (-0.666, -0.540, 0.836)  0.21
H (-1.181, -2.218, 0.461)  0.32
H (-2.317, -0.895, 0.217)  0.33
H (-1.410, -1.523, -2.025)  0.34
H (-0.698, 1.857, -0.330)  0.28
H (0.932, 2.738, -0.428)  0.24
H (1.468, 1.836, 1.568)  0.26


C4H7NO2 | ωB97M-V with the def2-TZVPD basis set

For the HOMO-LUMO gap, the calculation gives 10.881 eV. For the highest occupied orbital energy, the calculation gives -10.35 eV. For the total energy, the calculation gives -361.83444 a.u. As for the structure (SMILES): CC(C)=O.N=C=O. As for the total charge: 0.

Each line ends with the Mulliken charge.
Geometry (Å):
C (3.039, 0.415, 1.212)  0.50
C (-0.587, -0.200, -0.536)  0.77
C (-1.344, -1.301, 0.221)  -1.16
C (-1.290, 1.108, -0.757)  -1.09
N (3.265, 0.267, 0.042)  -0.55
O (3.110, 0.606, 2.337)  -0.38
O (0.588, -0.354, -0.826)  -0.62
H (-1.248, -1.315, 1.343)  0.28
H (-1.103, -2.335, 0.079)  0.37
H (-2.368, -1.299, -0.014)  0.36
H (-1.178, 1.780, 0.049)  0.30
H (-2.335, 1.043, -0.956)  0.38
H (-1.011, 1.674, -1.704)  0.31
H (2.462, -0.090, -0.490)  0.52


C4H7NO2 | ωB97M-V with the def2-TZVPD basis set

For the HOMO-LUMO gap, the calculation gives 9.722 eV. For the highest occupied orbital energy, the calculation gives -8.85 eV. For the total energy, the calculation gives -361.75660 a.u. As for the total charge: 0.

Each line ends with the Mulliken charge.
Geometry (Å):
C (1.812, 0.988, -0.492)  0.07
C (1.117, -0.682, 0.851)  -0.60
C (-0.302, 0.538, 0.189)  1.02
C (-1.282, -0.216, -0.775)  -1.53
N (0.623, 1.361, -0.527)  -0.66
O (2.189, -0.185, 0.042)  -0.38
O (-0.897, 1.216, 1.185)  -0.52
H (2.425, 1.715, -1.007)  0.43
H (1.088, -0.490, 1.977)  0.26
H (1.007, -1.648, 0.521)  0.38
H (-1.802, 0.313, -1.571)  0.39
H (-1.975, -0.697, -0.267)  0.45
H (-0.781, -0.909, -1.443)  0.34
H (-0.646, 2.155, 1.310)  0.36


C4H7NO2 | ωB97M-V with the def2-TZVPD basis set

For the HOMO-LUMO gap (spin up / spin down), the calculation gives 8.427 / 8.033 eV. For the highest occupied orbital energy (spin up / spin down), the calculation gives -7.71 / -7.53 eV. For the total energy, the calculation gives -361.70972 a.u. As for the total charge: 0.

Each line ends with the Mulliken charge.
Geometry (Å):
C (2.312, 0.139, -0.641)  -0.56
N (1.896, -0.826, 0.340)  -0.36
C (0.886, -1.106, 0.931)  0.71
C (-0.975, 1.183, 0.148)  -0.77
O (-1.776, 0.382, -0.516)  -0.22
C (-2.479, -0.604, -0.088)  -0.41
O (-0.010, -1.512, 1.582)  -0.49
H (1.461, 0.725, -1.006)  0.22
H (3.051, 0.814, -0.200)  0.25
H (2.786, -0.380, -1.477)  0.27
H (-0.677, 2.054, -0.417)  0.39
H (-1.008, 1.150, 1.233)  0.38
H (-2.997, -1.161, -0.854)  0.28
H (-2.470, -0.857, 0.966)  0.31


C4H7NO2 | ωB97M-V with the def2-TZVPD basis set

For the HOMO-LUMO gap, the calculation gives 10.774 eV. For the highest occupied orbital energy, the calculation gives -9.97 eV. For the total energy, the calculation gives -361.82588 a.u. As for the structure (SMILES): NC(=O)C[C@H]1CO1. As for the total charge: 0.

Each line ends with the Mulliken charge.
Geometry (Å):
N (-1.673, -1.626, -1.041)  -0.38
C (-0.879, -0.982, -0.147)  0.58
O (-0.536, -1.527, 0.889)  -0.61
C (-0.455, 0.452, -0.465)  -0.76
C (0.213, 0.948, 0.795)  0.19
C (1.626, 0.645, 0.939)  -0.47
O (1.178, 1.982, 0.721)  -0.45
H (-2.016, -2.528, -0.749)  0.25
H (-1.996, -1.227, -1.906)  0.19
H (-1.314, 1.052, -0.793)  0.33
H (0.277, 0.478, -1.284)  0.30
H (-0.412, 0.961, 1.687)  0.37
H (2.134, 0.202, 0.081)  0.22
H (2.044, 0.394, 1.911)  0.24


C4H7NO2 | ωB97M-V with the def2-TZVPD basis set

For the HOMO-LUMO gap, the calculation gives 8.784 eV. For the highest occupied orbital energy, the calculation gives -8.18 eV. For the total energy, the calculation gives -361.71589 a.u. As for the total charge: 0.

Each line ends with the Mulliken charge.
Geometry (Å):
O (-1.928, -0.453, 0.863)  -0.55
C (-1.014, 0.111, -0.067)  0.19
C (-0.053, 1.108, 0.606)  -0.60
O (1.117, 0.460, 1.098)  -0.54
C (1.956, 0.039, -1.119)  -0.15
N (0.997, -0.716, -1.132)  -0.10
C (-0.233, -0.961, -0.808)  -0.58
H (-1.538, -1.264, 1.208)  0.37
H (-1.646, 0.656, -0.783)  0.32
H (0.252, 1.888, -0.106)  0.31
H (-0.554, 1.575, 1.458)  0.35
H (2.853, -0.017, -0.517)  0.22
H (-0.768, -1.784, -1.271)  0.40
H (0.897, -0.486, 1.086)  0.35


C4H7NO2 | ωB97M-V with the def2-TZVPD basis set

For the HOMO-LUMO gap, the calculation gives 10.911 eV. For the highest occupied orbital energy, the calculation gives -10.04 eV. For the total energy, the calculation gives -361.83381 a.u. As for the structure (SMILES): C[C@@]1(C(N)=O)CO1. As for the total charge: 0.

Each line ends with the Mulliken charge.
Geometry (Å):
C (-0.961, -1.508, 0.043)  -1.34
C (-0.224, -0.208, -0.157)  1.24
C (0.466, 0.037, -1.428)  -0.77
O (-0.743, 0.713, -1.126)  -0.46
C (0.212, 0.510, 1.113)  0.30
O (-0.117, 0.105, 2.211)  -0.61
N (0.991, 1.621, 0.934)  -0.44
H (-1.567, -1.719, -0.843)  0.40
H (-0.247, -2.328, 0.182)  0.28
H (-1.603, -1.469, 0.925)  0.32
H (1.365, 0.651, -1.466)  0.27
H (0.385, -0.718, -2.211)  0.29
H (1.117, 2.188, 1.760)  0.27
H (0.925, 2.125, 0.062)  0.23


C4H7NO2 | ωB97M-V with the def2-TZVPD basis set

For the HOMO-LUMO gap, the calculation gives 9.676 eV. For the highest occupied orbital energy, the calculation gives -8.71 eV. For the total energy, the calculation gives -361.73163 a.u. As for the structure (SMILES): C=C(NO)[C@H]1CO1. As for the total charge: 0.

Each line ends with the Mulliken charge.
Geometry (Å):
C (0.860, -0.660, -1.545)  -0.91
C (0.376, -0.167, -0.406)  0.28
N (0.816, -0.501, 0.892)  -0.19
O (2.009, -1.244, 0.857)  -0.44
C (-0.764, 0.794, -0.387)  0.05
C (-1.881, 0.652, 0.553)  -0.40
O (-0.873, 1.636, 0.757)  -0.46
H (1.683, -1.366, -1.552)  0.31
H (0.421, -0.348, -2.488)  0.25
H (1.019, 0.354, 1.405)  0.27
H (1.808, -2.019, 1.396)  0.34
H (-0.953, 1.289, -1.339)  0.37
H (-2.861, 1.045, 0.281)  0.27
H (-1.874, -0.176, 1.261)  0.25


C4H7NO2 | ωB97M-V with the def2-TZVPD basis set

For the HOMO-LUMO gap, the calculation gives 10.482 eV. For the highest occupied orbital energy, the calculation gives -9.66 eV. For the total energy, the calculation gives -361.82922 a.u. As for the structure (SMILES): [H]/N=C(\C)OCC=O. As for the total charge: 0.

Each line ends with the Mulliken charge.
Geometry (Å):
C (-2.185, -0.135, -0.044)  -1.04
C (-0.717, 0.193, 0.072)  0.76
N (-0.129, 1.311, -0.038)  -0.66
O (0.016, -0.919, 0.311)  -0.35
C (1.392, -0.669, 0.574)  -0.29
C (2.120, -0.048, -0.604)  0.08
O (3.144, 0.574, -0.479)  -0.48
H (-2.347, -1.208, 0.118)  0.29
H (-2.775, 0.437, 0.687)  0.31
H (-2.533, 0.148, -1.045)  0.29
H (-0.757, 2.085, -0.222)  0.21
H (1.515, -0.019, 1.445)  0.28
H (1.829, -1.652, 0.781)  0.30
H (1.684, -0.279, -1.599)  0.32


C4H7NO2 | ωB97M-V with the def2-TZVPD basis set

For the HOMO-LUMO gap, the calculation gives 10.602 eV. For the highest occupied orbital energy, the calculation gives -9.76 eV. For the total energy, the calculation gives -361.74408 a.u. As for the structure (SMILES): C[C@@H]1OCC=NO1. As for the total charge: 0.

Each line ends with the Mulliken charge.
Geometry (Å):
C (0.145, 1.118, 1.106)  -1.01
C (-0.874, 0.087, 0.700)  0.11
C (0.639, -1.202, -0.518)  -0.24
C (0.161, -0.425, -1.541)  0.00
H (0.747, 1.572, 0.223)  0.25
H (0.783, 0.727, 1.912)  0.32
H (-0.384, 1.980, 1.535)  0.36
H (-1.622, 0.018, 1.455)  0.44
H (1.697, -0.963, -0.210)  0.24
H (0.608, -2.333, -0.715)  0.27
H (0.738, -0.333, -2.518)  0.32
N (-0.806, 0.443, -1.608)  -0.39
O (-0.235, -1.166, 0.636)  -0.42
O (-1.595, 0.478, -0.459)  -0.24


C4H7NO2 | ωB97M-V with the def2-TZVPD basis set

For the HOMO-LUMO gap (spin up / spin down), the calculation gives 7.738 / 9.244 eV. For the highest occupied orbital energy (spin up / spin down), the calculation gives -9.39 / -9.67 eV. For the total energy, the calculation gives -361.69127 a.u. As for the total charge: 0.

Each line ends with the Mulliken charge.
Geometry (Å):
O (1.351, 1.483, -0.069)  -0.53
C (0.857, 0.235, 0.274)  0.24
C (-0.396, 0.226, 1.331)  -0.45
N (-0.726, -1.108, 1.188)  -0.62
C (0.365, -0.466, -0.897)  -0.51
C (-0.873, -0.460, -1.594)  0.06
O (-2.000, -0.281, -1.158)  -0.54
H (2.023, 1.731, 0.579)  0.35
H (1.604, -0.374, 0.785)  0.37
H (-1.111, 0.965, 0.958)  0.28
H (0.021, 0.479, 2.307)  0.40
H (-1.544, -1.189, 0.581)  0.36
H (1.148, -0.604, -1.620)  0.29
H (-0.720, -0.638, -2.665)  0.31


Computed energy relative to the best compared isomer or geometry (same formula, charge and spin), in the same sequence as the records: 92.8, 155.8, 69.3, 99.8, 127.5, 148.4, 115.5, 21.7, 53.4, 29.1, 78.0, 107.4, 34.5, 103.5, 29.5, 93.6, 32.4, 85.8, 119.0 kcal per mole.